152
Properties=species:S:1:pos:R:3:forces:R:3:mulliken_charge:R:1 method="wB97M-V/def2-TZVPD" e_homo_ha=-0.3483 orbital_gap_ev=7.8 max_force_ev_per_a=0.3 smiles="CCOCC1=C(CCCCOC(C)=O)C(=O)C=CC1=O.O=C1C=C(O)C(=O)C=C1O.O=C1C=C(O)C(=O)C=C1O.O=C1C=C(O)C(=O)C=C1O.O=C1C=C(O)C(=O)C=C1O.O=C1C=C(O)C(=O)C=C1O.O=C1C=C(O)C(=O)C=C1O.O=C1C=C(O)C(=O)C=C1O.O=C1C=C(O)C(=O)C=C1O" energy_ev=-141927.470
O 8.639 4.692 6.201 0.0 0.0 0.1 -0.63
O -7.346 9.965 -0.694 0.0 0.0 0.0 -0.63
O -1.169 -4.375 -13.794 -0.1 0.0 0.0 -0.58
O -1.593 10.642 2.056 0.0 0.0 0.0 -0.60
O 0.680 1.929 1.699 -0.1 0.0 0.0 -0.32
O -5.488 6.153 1.336 0.1 0.0 0.0 -0.46
O 0.024 5.621 2.519 -0.1 0.0 0.0 -0.64
O 3.524 -7.112 -14.258 0.0 0.0 0.0 -0.58
O -7.815 5.711 2.393 0.1 0.0 0.0 -0.52
O -3.387 -4.586 4.956 0.0 0.0 0.0 -0.60
O 0.594 -3.662 -15.542 -0.1 0.0 0.0 -0.63
O 4.329 -5.528 4.300 0.0 0.0 -0.1 -0.58
O 0.845 -5.092 -2.237 0.0 0.0 0.0 -0.58
O -0.199 -5.147 0.564 -0.1 0.0 -0.1 -0.42
O 5.858 -6.943 -3.346 0.0 0.0 0.0 -0.59
O -7.112 0.963 4.899 0.0 -0.1 0.0 -0.59
O -2.749 -2.523 3.515 0.0 0.0 0.1 -0.63
O -3.499 13.721 5.054 0.0 0.0 0.1 -0.63
O -2.749 8.763 3.415 0.0 0.0 0.0 -0.53
O -9.654 9.552 0.404 -0.1 0.0 0.0 -0.57
O 6.721 3.427 7.394 0.0 0.0 0.0 -0.59
O 4.029 -0.901 5.073 0.1 0.0 0.1 -0.47
O 4.261 -9.325 -12.307 0.0 0.0 -0.1 -0.59
O -4.597 11.838 6.449 0.0 0.0 0.0 -0.58
O -3.663 2.555 4.403 -0.1 0.1 -0.1 -0.57
O 2.613 -5.330 -0.350 0.0 0.0 0.0 -0.57
O 6.660 -9.339 -11.377 0.0 0.0 0.0 -0.65
O 3.894 -1.235 7.641 0.0 0.0 0.1 -0.60
O 1.752 -7.855 -12.567 -0.3 0.0 0.1 -0.53
O 5.193 -8.599 -6.973 0.1 -0.1 0.0 -0.53
O -6.207 1.209 2.862 0.0 -0.1 -0.2 -0.24
O 4.143 -5.865 6.860 0.0 0.0 0.0 -0.64
O 2.762 -8.650 -7.891 0.0 0.0 0.1 -0.62
O -0.882 -7.204 1.959 0.0 0.0 0.0 -0.65
O 4.886 2.584 3.152 0.1 0.1 -0.1 -0.55
O 4.096 -6.703 -5.221 0.0 0.0 0.0 -0.64
O 6.835 3.805 1.950 0.0 0.0 0.0 -0.60
C 4.124 -4.697 6.516 0.0 0.1 0.1 1.06
C 4.075 -2.067 5.423 0.0 -0.1 -0.2 0.99
C 2.418 -6.391 -14.230 0.0 0.0 0.0 0.35
C -4.422 -0.064 1.932 -0.2 0.1 -0.1 -0.37
C 3.617 -8.796 -8.743 -0.1 0.0 -0.2 1.18
C -0.014 3.078 1.258 0.2 0.0 0.0 -1.55
C 6.888 3.771 3.271 0.0 0.0 0.0 0.29
C -2.468 12.306 3.466 0.0 0.1 0.0 -0.95
C 1.616 2.210 2.728 0.2 0.0 0.2 0.05
C -7.383 8.975 0.014 0.2 -0.1 0.0 1.14
C -3.274 12.602 4.630 0.1 0.0 -0.1 1.05
C -1.340 -6.158 2.381 -0.1 0.0 0.1 1.15
C -2.156 5.550 3.371 -0.3 0.1 0.0 -0.69
C 4.016 -3.573 7.421 0.0 -0.1 0.1 -1.01
C 5.810 -9.160 -10.521 0.1 0.0 0.2 1.19
C -2.287 1.339 2.260 0.0 0.0 -0.1 -0.07
C -3.629 1.171 1.509 0.2 -0.1 0.1 -0.97
C -6.264 8.090 0.254 0.0 0.1 -0.1 -0.91
C 3.684 -6.376 -4.120 -0.1 0.1 0.0 1.16
C 3.019 -5.664 -1.447 0.1 0.0 0.0 1.03
C 3.341 -8.973 -10.157 0.0 0.0 0.0 -1.09
C -3.740 10.174 5.028 0.0 -0.1 0.0 -1.03
C -0.982 4.960 2.693 0.2 0.1 0.0 0.49
C -8.886 7.605 1.474 0.0 -0.1 0.1 -1.13
C -8.011 2.604 3.384 0.0 -0.1 0.1 -0.72
C 2.030 -5.555 -2.591 0.0 0.1 0.0 0.47
C 7.869 4.327 3.997 0.1 0.0 0.0 -0.96
C 4.374 -9.145 -10.993 -0.1 0.0 0.0 0.18
C -8.709 8.672 0.682 0.0 0.0 0.0 0.34
C -2.949 9.882 3.856 -0.1 0.0 0.1 0.93
C -0.988 -4.910 1.601 0.0 0.1 0.0 -0.16
C 4.356 -6.146 -1.722 0.0 0.0 0.1 -1.17
C 0.165 -6.163 -13.051 0.0 -0.1 0.1 -1.16
C 1.413 -6.874 -13.204 0.0 0.0 0.0 1.04
C -2.621 -4.816 3.904 0.0 0.0 0.0 0.28
C -2.176 -6.032 3.554 0.0 -0.1 0.0 -1.01
C 2.350 -5.898 -3.849 0.0 0.0 -0.1 -1.05
C -0.067 -5.103 -13.839 0.0 0.0 0.0 0.38
C -7.085 1.512 3.829 0.1 0.1 0.1 0.73
C -3.121 4.765 3.832 0.0 0.0 0.0 -0.85
C -6.441 7.025 1.049 0.0 0.0 0.0 0.07
C -2.309 11.026 3.099 0.0 0.0 0.0 0.31
C -2.283 -3.573 3.110 0.1 0.0 -0.1 1.07
C 5.679 2.921 5.347 -0.1 0.0 0.0 -1.03
C -5.285 0.149 3.155 0.2 -0.1 0.2 -0.61
C 3.992 -2.333 6.911 0.0 0.0 0.0 0.37
C 4.197 -3.190 4.519 0.0 0.1 -0.1 -1.20
C 5.057 -8.789 -8.272 0.0 0.0 0.0 0.29
C 7.814 4.222 5.439 0.0 0.0 -0.2 1.01
C -3.013 3.297 3.697 0.0 -0.1 0.1 0.41
C 2.183 -5.332 -15.019 0.0 0.1 -0.1 -0.98
C 2.079 0.910 3.376 0.0 0.2 0.1 -1.09
C 4.222 -4.430 5.029 0.0 0.0 0.0 0.44
C 4.673 -6.486 -2.980 0.0 0.0 0.0 0.39
C 0.928 -4.629 -14.880 0.2 -0.1 -0.1 1.12
C 6.660 3.475 6.074 0.0 0.0 0.0 0.39
C -1.075 3.547 2.227 0.0 -0.1 0.0 0.37
C -2.058 2.756 2.680 0.1 0.1 0.0 0.43
C 5.726 3.041 3.907 -0.1 -0.1 0.2 0.97
C -3.896 11.454 5.399 0.0 0.0 0.0 0.35
C -7.772 6.713 1.701 -0.1 0.1 0.0 1.10
C -1.436 -3.695 1.944 0.0 0.1 0.0 -0.91
C 6.085 -8.965 -9.116 0.1 0.0 0.0 -1.02
H -4.182 9.350 5.570 0.0 0.0 0.0 0.46
H -5.839 -0.756 3.409 -0.1 0.0 -0.1 0.62
H -0.034 -6.114 0.574 0.0 0.0 0.1 0.39
H 3.955 -3.771 8.482 0.0 0.0 0.0 0.44
H -2.414 -6.926 4.114 0.0 0.0 0.0 0.46
H 4.295 -8.461 -6.608 0.0 0.1 0.0 0.34
H 5.807 -7.101 -4.311 0.0 0.0 0.0 0.35
H -8.505 3.025 4.253 -0.1 0.0 0.0 0.34
H 0.879 -4.885 -1.280 0.0 0.0 0.0 0.32
H -3.561 -3.624 4.967 0.0 0.0 0.0 0.36
H 1.652 -5.826 -4.671 0.0 0.0 0.0 0.47
H -4.246 2.062 1.629 -0.1 0.0 0.0 0.42
H 5.053 -6.224 -0.900 0.0 0.0 0.0 0.45
H 0.683 3.899 1.082 0.0 0.0 -0.1 0.42
H -3.406 1.084 0.445 0.0 0.1 -0.1 0.40
H -5.895 5.487 1.924 -0.1 0.0 0.0 0.27
H 3.421 -7.816 -13.578 0.0 0.0 0.0 0.31
H -5.318 8.318 -0.217 0.0 0.0 0.0 0.48
H 1.869 0.920 4.445 0.0 -0.1 0.0 0.27
H -2.271 0.694 3.141 0.0 0.0 0.1 0.25
H -8.751 2.170 2.712 -0.1 0.0 0.0 0.30
H -2.017 13.128 2.930 0.0 0.0 0.0 0.44
H 2.475 2.742 2.311 -0.1 0.1 -0.1 0.30
H 4.314 -6.274 4.933 0.0 0.0 0.0 0.38
H 3.892 -0.491 7.008 0.0 0.0 -0.1 0.32
H 2.313 -8.961 -10.487 0.0 0.0 0.0 0.54
H 4.263 -2.991 3.459 0.0 0.0 0.0 0.49
H 6.016 3.331 1.700 0.0 0.0 0.0 0.37
H 8.701 4.853 3.551 0.0 0.0 0.0 0.44
H -2.196 6.625 3.488 0.2 0.0 0.0 0.58
H 5.178 -9.443 -12.634 0.1 0.0 0.1 0.35
H -9.245 10.209 -0.194 0.0 0.0 0.0 0.37
H -3.986 5.140 4.364 0.0 0.0 0.1 0.66
H -1.469 1.032 1.617 0.1 -0.1 0.1 0.67
H 1.562 0.054 2.945 0.0 0.0 -0.1 0.34
H 2.891 -4.980 -15.755 0.0 0.0 0.0 0.44
H -4.540 12.815 6.470 0.0 0.0 0.0 0.37
H 7.532 3.913 7.644 0.0 0.0 0.0 0.37
H 1.178 2.869 3.487 -0.2 0.0 -0.1 0.18
H -0.541 -6.508 -12.309 0.0 0.0 0.0 0.44
H -7.470 3.371 2.841 0.0 0.0 0.0 -0.02
H -5.067 -0.363 1.103 0.0 -0.1 0.0 0.48
H 4.849 2.386 5.788 0.0 0.0 0.0 0.52
H 3.151 0.790 3.263 0.0 -0.2 0.0 0.20
H 7.115 -8.965 -8.790 0.0 0.0 0.0 0.45
H -1.185 -2.799 1.392 0.0 0.0 0.0 0.59
H -9.829 7.382 1.953 0.0 0.0 0.0 0.45
H -1.061 -3.683 -14.478 0.0 0.0 0.0 0.38
H -3.751 -0.891 2.163 0.0 0.0 -0.1 -0.12
H -0.478 2.812 0.307 0.0 0.0 0.0 0.39
H -1.646 9.666 2.027 0.0 0.0 0.0 0.35
H -4.691 0.420 4.027 0.0 0.1 0.0 0.26